(1)
C4H8ORb | ωB97M-V/def2-TZVPD

```
14
Properties=species:S:1:pos:R:3:forces:R:3:nbo_charge:R:1
Rb 0.3533 0.2212 3.9873 0.067 -0.052 -0.250 0.9958
C -0.9133 -0.3045 -0.8209 0.109 -0.539 -0.444 -0.4393
C 0.4236 0.3166 -1.2238 -0.259 0.393 0.253 -0.4265
C 0.9336 0.8391 0.1159 0.250 -0.396 -0.575 -0.0746
O 0.5413 -0.1622 1.0740 -0.142 0.032 0.219 -0.6113
C -0.5882 -0.9095 0.5389 -0.221 0.596 0.375 -0.0751
H -1.2474 -1.0908 -1.5001 0.094 0.095 -0.064 0.2369
H -1.7165 0.4299 -0.7926 0.088 0.129 0.254 0.2162
H 0.3446 1.1234 -1.9508 -0.089 -0.096 -0.069 0.2358
H 1.1015 -0.4416 -1.6118 0.051 -0.012 0.010 0.2178
H 0.4968 1.8029 0.3877 -0.048 0.043 -0.071 0.1659
H 2.0205 0.9200 0.0749 -0.021 0.018 0.421 0.2007
H -1.4349 -0.7836 1.2236 0.053 -0.167 0.034 0.1643
H -0.3149 -1.9610 0.4977 0.069 -0.045 -0.094 0.1934
```
Positions in Å, forces in eV/Å.

## Properties
- Relative energy (zero: lowest compared OMol25 entry of this formula, charge and spin): 1.6 kJ/mol
- Gap between HOMO and LUMO: 9.62 eV
- HOMO: -0.497 Eh
- Total charge: +1

=====

(2)
C7H12O | ωB97M-V/def2-TZVPD

```
20
Properties=species:S:1:pos:R:3:forces:R:3:nbo_charge:R:1
C -2.1113 -0.0680 0.1112 0.609 -1.321 -0.008 -0.6225
C -0.5320 0.2079 -0.4658 -5.327 -0.460 -5.822 -0.1193
C 0.0356 -1.0492 -1.1423 1.125 -0.782 -2.016 -0.0737
C 0.3155 -0.6378 1.1840 -3.159 -3.590 2.663 -0.1348
C 0.5954 0.4445 0.3114 3.610 3.796 3.118 -0.1167
C 2.1547 0.3463 -0.0527 -2.510 4.372 -2.629 -0.5950
C -0.4065 1.6048 -0.2132 3.756 5.529 2.013 -0.3802
H -1.9088 -1.1067 0.3866 -1.278 -0.326 -0.007 0.2230
H -2.4771 0.4787 1.0885 0.990 -0.671 -2.265 0.2263
H -2.9211 -0.0768 -0.7109 1.604 0.471 1.076 0.2364
H -0.6097 -1.6057 -1.9202 0.788 0.515 1.705 0.2102
H 1.1918 -0.9946 -1.6098 -3.527 0.363 0.501 0.1812
H -0.8560 -0.4696 1.4029 3.549 -0.798 1.868 0.2127
H 0.9338 -1.3226 1.8934 -0.686 2.295 -0.464 0.2271
H 2.3126 -0.6694 -0.3186 1.069 -0.625 0.404 0.2216
H 2.4623 1.1301 -0.9738 -0.798 -2.305 2.364 0.2056
H 2.4683 0.8120 0.8698 1.239 -0.589 0.109 0.2324
H 0.1589 2.6176 -0.6080 -1.047 -3.178 0.015 0.2412
H -1.0119 2.0650 0.6314 0.147 -1.139 -1.427 0.2296
O 0.2055 -1.7064 0.1359 -0.153 -1.555 -1.196 -0.6051
```
Positions in Å, forces in eV/Å.

## Properties
- Relative energy (zero: lowest compared OMol25 entry of this formula, charge and spin): 824.7 kJ/mol
- Gap between HOMO and LUMO: 9.80 eV
- HOMO: -0.326 Eh

=====

(3)
C46H54BiCl2GeN8 | ωB97M-V/def2-TZVPD

```
112
Properties=species:S:1:pos:R:3:forces:R:3:lowdin_spin:R:1
Bi -0.3824 -0.2008 -0.7481 -1.231 0.131 0.409 0.0004
C 0.0232 -0.5134 4.2219 0.039 0.046 0.025 0.0030
N 0.9503 -0.3679 3.1034 0.087 0.133 0.024 0.0328
C 1.1447 1.0039 2.6530 -0.024 -0.017 -0.034 0.0066
C 1.5587 -1.4198 2.5249 0.081 0.089 0.095 0.0322
N 1.8462 -1.3491 1.2107 -0.229 -0.178 -0.086 0.1515
C 2.7239 -2.1722 0.6057 -0.123 0.163 0.304 0.1343
C 3.8622 -2.7368 1.2564 0.099 -0.050 0.057 0.0129
C 4.5960 -3.7356 0.6945 -0.029 0.000 0.052 0.0870
C 4.2153 -4.2667 -0.5680 -0.072 0.041 -0.128 0.0854
C 3.2335 -3.6528 -1.2845 0.275 -0.049 0.084 0.0173
C 2.5510 -2.4925 -0.8004 0.022 -0.262 -0.815 0.1364
N 1.7621 -1.7985 -1.6563 0.850 -0.077 0.665 0.1730
C 2.0710 -1.7421 -2.9625 -0.019 0.014 -0.079 0.0291
N 3.3190 -1.4932 -3.4170 0.019 -0.039 0.146 0.0145
C 3.8196 -2.1295 -4.6364 -0.024 0.049 -0.035 0.0034
C 4.3580 -0.9034 -2.5815 0.012 -0.058 0.034 0.0008
N 1.0686 -1.8194 -3.8582 0.026 -0.339 -0.198 0.0090
C 0.0399 -2.8471 -3.7152 -0.014 0.068 0.085 0.0038
C 1.1154 -1.1708 -5.1638 -0.034 0.025 0.034 0.0010
N 1.7429 -2.5061 3.3247 0.030 -0.190 -0.257 0.0286
C 1.6001 -3.8875 2.8797 0.104 0.084 -0.082 0.0001
C 2.1835 -2.3627 4.7100 -0.034 -0.016 0.011 0.0033
H -0.8441 0.1165 4.0205 0.035 -0.010 -0.025 0.0011
H 0.4574 -0.1854 5.1685 0.029 -0.031 -0.021 0.0010
H -0.3089 -1.5445 4.3112 0.018 0.025 -0.005 0.0003
H 1.6579 1.5831 3.4248 -0.018 -0.029 0.012 0.0020
H 0.1825 1.4806 2.4575 -0.041 -0.006 -0.042 0.0006
H 1.7452 1.0205 1.7527 0.029 -0.012 -0.018 0.0021
H 4.1347 -2.3482 2.2282 -0.064 -0.027 0.053 -0.0019
H 5.4540 -4.1431 1.2148 -0.048 0.011 -0.012 0.0036
H 4.7245 -5.1323 -0.9742 0.015 0.064 0.038 0.0035
H 2.9840 -4.0095 -2.2768 -0.027 -0.011 0.030 -0.0017
H 3.1082 -2.8596 -5.0115 -0.008 0.019 0.010 0.0000
H 4.7436 -2.6560 -4.3932 0.002 0.006 0.040 0.0008
H 4.0359 -1.3985 -5.4153 -0.009 0.010 -0.016 -0.0001
H 3.9208 -0.2180 -1.8663 -0.059 0.060 0.049 0.0003
H 5.0369 -0.3424 -3.2226 -0.034 0.001 -0.020 -0.0001
H 4.9350 -1.6635 -2.0466 -0.018 -0.008 -0.052 0.0001
H 0.0396 -3.2427 -2.7025 0.005 0.047 0.010 0.0012
H 0.2329 -3.6637 -4.4158 0.010 0.001 -0.007 0.0009
H -0.9391 -2.4313 -3.9384 -0.065 0.072 0.005 0.0001
H 1.8236 -0.3460 -5.1478 0.000 -0.009 0.026 0.0001
H 0.1230 -0.7714 -5.3769 -0.022 -0.003 0.038 0.0005
H 1.3825 -1.8622 -5.9653 -0.004 -0.003 0.005 0.0001
H 1.2520 -3.9249 1.8528 -0.031 0.009 -0.021 0.0007
H 0.8687 -4.3890 3.5157 -0.021 0.010 -0.002 0.0000
H 2.5456 -4.4268 2.9489 0.055 0.033 0.024 -0.0001
H 2.4890 -1.3386 4.9078 -0.025 -0.010 -0.005 0.0001
H 3.0477 -3.0124 4.8615 0.000 0.001 -0.026 0.0013
H 1.4135 -2.6572 5.4256 -0.016 0.014 -0.024 0.0004
C 4.1569 3.5606 -0.1657 0.007 0.003 -0.040 0.0001
C 3.9802 2.2077 0.0823 0.020 0.031 0.069 0.0001
C 2.8417 1.5594 -0.3740 -0.141 -0.181 -0.031 0.0006
C 1.9020 2.2557 -1.1155 0.204 0.256 0.009 0.0000
C 2.0815 3.6112 -1.3836 -0.117 -0.013 -0.043 0.0001
C 3.2033 4.2602 -0.8979 0.002 -0.013 -0.006 0.0000
N 0.7530 1.5690 -1.6322 0.023 0.136 -0.420 0.0011
N 0.3801 1.9632 -2.7659 0.315 0.209 0.021 0.0014
C -0.7132 1.3520 -3.3283 -0.530 -0.382 -0.083 -0.0001
C -1.1568 1.8521 -4.5670 0.262 0.139 0.181 0.0002
C -2.2452 1.2806 -5.1768 -0.154 -0.080 -0.095 -0.0001
C -2.8936 0.2030 -4.5637 0.062 0.067 -0.019 0.0004
C -2.4587 -0.2918 -3.3443 0.078 -0.074 0.101 -0.0001
C -1.3615 0.2700 -2.6909 0.229 0.119 -0.248 -0.0001
H 5.0349 4.0719 0.2077 -0.020 -0.023 -0.025 0.0000
H 4.7327 1.6550 0.6316 -0.051 0.008 0.024 0.0000
H 2.6808 0.5080 -0.1698 0.017 -0.050 0.007 0.0004
H 1.3358 4.1438 -1.9600 0.031 -0.002 0.020 0.0000
H 3.3369 5.3167 -1.0952 -0.011 -0.049 0.011 0.0000
H -0.6255 2.6891 -5.0073 -0.057 -0.058 0.020 0.0000
H -2.6066 1.6608 -6.1234 0.028 -0.010 0.030 0.0000
H -3.7515 -0.2480 -5.0489 0.026 0.013 0.033 0.0000
H -2.9978 -1.1157 -2.8927 -0.033 0.024 -0.052 0.0000
Cl -2.6154 -2.7733 -0.9206 0.131 -0.054 0.035 -0.0004
C -2.4680 -3.5593 0.6680 -0.026 0.107 0.020 0.0001
Cl -1.3256 -2.7059 1.7181 -0.055 -0.012 -0.058 0.0004
H -2.0951 -4.5600 0.5056 0.000 -0.096 -0.010 0.0000
H -3.4418 -3.5542 1.1415 -0.060 0.081 0.005 0.0000
C -3.8517 2.0350 -1.3192 0.208 -0.082 -0.028 0.0017
Ge -2.7049 1.2950 0.0930 -0.066 0.440 0.063 0.0063
C -3.8122 0.0254 1.1100 0.307 0.151 -0.028 0.0012
C -3.6138 -0.1836 2.4752 -0.006 -0.070 -0.050 0.0005
C -4.4744 -0.9934 3.2014 0.065 -0.042 0.029 0.0000
C -5.5326 -1.6312 2.5622 0.036 0.028 -0.038 0.0004
C -5.7332 -1.4399 1.2006 -0.001 -0.060 -0.001 0.0000
C -4.8796 -0.6118 0.4805 0.007 -0.021 0.017 0.0004
C -2.0277 2.8832 1.0686 -0.208 -0.336 0.060 0.0013
C -0.8756 3.4571 0.5971 -0.005 0.039 0.141 0.0004
C -0.3233 4.6150 1.1845 0.077 0.031 0.006 0.0000
C -0.9350 5.1856 2.2617 0.048 0.012 -0.020 0.0001
C -2.1482 4.6581 2.7652 -0.111 -0.161 -0.037 0.0001
C -2.8162 5.2756 3.8520 0.074 0.056 0.000 0.0000
C -3.9903 4.7750 4.3307 -0.024 0.000 0.015 0.0000
C -4.5784 3.6502 3.7136 -0.020 0.027 0.008 0.0000
C -3.9708 3.0465 2.6502 0.040 0.065 -0.048 0.0000
C -2.7199 3.5029 2.1584 0.075 0.164 0.036 0.0003
H -4.6763 2.5402 -0.8099 0.044 -0.013 0.002 0.0003
H -4.2606 1.2927 -2.0012 0.004 -0.007 0.010 0.0000
H -3.2917 2.7759 -1.8919 -0.039 -0.034 -0.001 0.0000
H -2.7962 0.3212 2.9809 -0.075 0.000 0.012 0.0001
H -4.3314 -1.1168 4.2687 0.003 -0.025 -0.043 0.0000
H -6.2051 -2.2650 3.1267 0.000 0.036 -0.012 0.0000
H -6.5639 -1.9236 0.7009 0.020 0.018 0.022 0.0000
H -5.0602 -0.4597 -0.5782 -0.019 0.013 0.035 0.0000
H -0.3648 3.0184 -0.2483 -0.032 0.024 0.041 0.0001
H 0.5898 5.0392 0.7818 -0.038 -0.033 0.034 0.0000
H -0.5043 6.0575 2.7417 -0.052 -0.010 -0.036 0.0000
H -2.3808 6.1708 4.2825 0.000 -0.069 0.031 0.0000
H -4.4871 5.2515 5.1659 0.007 -0.005 -0.029 0.0000
H -5.5283 3.2782 4.0777 0.017 0.017 -0.044 0.0000
H -4.4641 2.2234 2.1553 -0.013 -0.042 0.045 0.0000
```
Positions in Å, forces in eV/Å.

## Properties
- Gap between HOMO and LUMO (alpha / beta): 6.00 / 4.76 eV
- Expectation value of S²: 0.766
- HOMO (alpha / beta): -0.437 / -0.438 Eh
- Total charge: +2
- 2S+1: 2

=====

(4)
CH3NO3S | ωB97M-V/def2-TZVPD

```
9
Properties=species:S:1:pos:R:3:forces:R:3:nbo_charge:R:1
C -0.8083 0.6183 -0.9760 -2.801 0.850 0.462 -0.8309
N 1.9108 0.8654 -0.8201 1.729 -1.285 1.888 -0.3642
O 2.2121 0.0815 0.1745 -0.441 1.482 -1.873 -0.6068
O -3.0315 -1.1181 -0.3400 -0.484 -0.315 -1.080 -1.0875
O -2.9802 1.4077 0.1027 -0.763 -0.969 0.077 -1.1117
S -2.2867 0.0457 0.2035 2.076 2.550 0.335 1.3828
H 0.0698 0.0773 -0.8543 1.068 -1.819 -0.379 0.2258
H -0.4332 1.5642 -0.4626 -1.192 -0.716 -1.142 0.2218
H -1.2329 0.6770 -2.0505 0.808 0.221 1.711 0.1707
```
Positions in Å, forces in eV/Å.

## Properties
- Relative energy (zero: lowest compared OMol25 entry of this formula, charge and spin): 118.7 kJ/mol
- Gap between HOMO and LUMO (alpha / beta): 4.47 / 4.35 eV
- HOMO (alpha / beta): 0.079 / 0.083 Eh
- Total charge: -2

=====

(5)
C4H14NO | ωB97M-V/def2-TZVPD

```
20
Properties=species:S:1:pos:R:3:forces:R:3:nbo_charge:R:1
C -0.4784 -1.8190 -0.3816 -1.162 0.383 0.497 -0.0486
O -0.9912 -2.9016 0.3760 0.191 -0.341 -0.463 -0.7108
C 0.1418 -2.3765 -1.6257 0.854 -0.099 -0.036 -0.6325
H -1.2990 -1.1258 -0.6370 -0.043 -0.173 -0.176 0.1399
H 0.1616 -1.2201 0.2757 0.687 -0.080 -0.289 0.1275
H -1.3094 -2.5910 1.2177 -0.203 0.133 0.397 0.4665
H -0.5642 -2.9696 -2.2014 -0.188 0.083 0.091 0.2351
H 0.5515 -1.6010 -2.2744 -0.111 0.102 0.005 0.2040
H 0.9726 -3.0319 -1.3582 -0.037 -0.030 -0.008 0.2239
C 0.2355 1.6915 -0.6713 -0.257 -0.185 0.114 -0.6512
C 0.9672 2.0021 0.6090 0.230 -0.382 0.145 -0.2148
N 0.1672 2.9609 1.4780 0.362 0.127 -0.105 -0.6697
H 0.7214 0.9017 -1.2398 0.402 0.153 0.044 0.2702
H -0.7434 1.2585 -0.4566 -0.159 0.299 0.008 0.2307
H 0.1554 2.5785 -1.2919 -0.165 0.025 -0.186 0.2301
H 1.1337 1.1031 1.2006 -0.031 0.077 0.105 0.2327
H 1.9295 2.4906 0.4750 -0.006 -0.023 -0.228 0.2300
H -0.2229 3.7111 0.9026 -0.128 -0.047 0.050 0.4438
H 0.7940 3.3990 2.1550 -0.126 0.001 0.138 0.4474
H -0.5858 2.5041 1.9920 -0.108 -0.024 -0.102 0.4458
```
Positions in Å, forces in eV/Å.

## Properties
- Relative energy (zero: lowest compared OMol25 entry of this formula, charge and spin): 138.8 kJ/mol
- Gap between HOMO and LUMO: 8.94 eV
- HOMO: -0.475 Eh
- Total charge: +1

=====

(6)
C6H11N | ωB97M-V/def2-TZVPD

```
18
Properties=species:S:1:pos:R:3:forces:R:3:nbo_charge:R:1
C -1.5110 -2.0788 -0.8246 0.757 -0.112 -0.080 -0.3804
C -0.2555 -1.6829 -0.6079 -0.007 -0.297 0.895 -0.2267
C 0.1281 -0.5767 0.2743 -0.065 -0.032 0.666 0.1324
C 1.4146 -0.3104 0.5614 0.590 -0.056 -1.275 -0.2244
C 2.0649 1.0499 0.4472 -0.973 0.978 0.338 -0.6509
N -0.9304 0.2354 0.7814 0.149 0.302 -0.200 -0.6365
C -1.3162 1.3766 -0.0813 -0.208 -0.904 0.938 -0.4140
H -1.6575 -2.8017 -1.6150 -0.425 -0.165 0.193 0.1996
H -2.3131 -1.7282 -0.1895 -0.153 0.207 -0.357 0.2154
H 0.5932 -2.1796 -1.0665 -0.193 0.081 -0.396 0.2021
H 2.1252 -1.1048 0.3620 -0.031 -0.164 -0.219 0.1894
H 3.1439 1.0635 0.5735 -0.059 -0.174 0.115 0.2220
H 1.8128 1.4343 -0.5489 0.501 -0.352 -0.215 0.2172
H 1.6293 1.8720 1.0233 0.115 -0.271 0.668 0.2072
H -0.6282 0.5623 1.6894 -0.126 0.161 -0.011 0.3653
H -1.3977 0.9523 -1.0785 0.200 0.571 -0.273 0.2086
H -2.2970 1.7294 0.2287 -0.132 0.056 -0.062 0.1965
H -0.6053 2.1873 0.0710 0.059 0.170 -0.725 0.1774
```
Positions in Å, forces in eV/Å.

## Properties
- Relative energy (zero: lowest compared OMol25 entry of this formula, charge and spin): 218.4 kJ/mol
- Gap between HOMO and LUMO: 8.73 eV
- HOMO: -0.295 Eh
- SMILES string: C=C/C(=C/C)NC